No. 1
Computed, not measured: one molecule with the formula C9H11N at a distorted geometry, with ωB97M-V/def2-TZVPD.

The geometry in XYZ format:
```
21
Properties=species:S:1:pos:R:3:forces:R:3
C 0.690129 -2.094235 1.600361 0.22 -0.20 -0.82
C 0.144284 -1.486633 2.763714 -0.29 0.65 0.37
C 0.651074 -1.446249 0.417959 0.19 -0.65 0.25
C -0.346084 -0.236054 2.694565 0.02 -0.50 0.61
C 0.083579 -0.132532 0.241250 0.04 0.26 -0.66
C -0.408800 0.539359 1.468183 -0.23 0.53 0.21
C 0.026767 0.412593 -1.019183 -0.22 0.29 1.03
C 0.434492 -0.315016 -2.257176 0.15 -0.16 -0.03
C -0.514348 1.784632 -1.205932 0.17 0.14 -0.23
N -0.900543 1.733741 1.488207 0.05 0.02 -0.51
H 1.138758 -3.073269 1.678986 0.03 -0.08 -0.08
H 0.141333 -2.033124 3.696778 0.00 0.04 0.09
H 1.076721 -1.934154 -0.444591 0.00 -0.06 -0.06
H -0.745347 0.248720 3.578424 0.00 -0.03 0.02
H 0.564655 0.383471 -3.079414 0.00 -0.01 -0.04
H -0.346486 -1.024957 -2.537832 -0.01 -0.05 -0.07
H 1.358988 -0.875923 -2.138603 0.03 -0.04 -0.02
H -0.082225 2.459493 -0.467919 -0.08 0.07 -0.07
H -1.583947 1.795857 -1.000739 -0.15 0.09 0.09
H -0.338543 2.158976 -2.211273 0.00 -0.05 -0.11
H -1.182974 2.019738 2.424353 0.09 -0.29 0.04
```
Positions in Å, forces in eV/Å.

Its SMILES is [H]/N=C1\C=CC=CC1=C(C)C. The HOMO-LUMO gap (spin up / spin down) is 0.2768 / 0.2768 hartree. The total energy is -11000.204 eV. The LUMO energy (spin up / spin down) comes out at -0.0076 / -0.0076 hartree. For the maximum force, the calculation gives 1.09 eV Å⁻¹. As for the energy above the lowest of the compared OMol25 structures with the same formula, charge and spin: 0.00 kJ/mol.



No. 2
Computed, not measured: C9H11N2O11P2Pd as an isolated structure at a distorted geometry, with ωB97M-V/def2-TZVPD.

The geometry in XYZ format:
```
36
Properties=species:S:1:pos:R:3:forces:R:3
Pd 0.033612 -1.137333 -0.233626 0.47 -0.73 -0.41
O -4.765707 -0.834679 3.599885 0.98 0.36 -0.65
C -3.700853 -0.900175 2.697940 -0.12 -0.22 1.40
C -3.617779 -1.876844 1.730750 0.49 1.40 0.17
C -2.548818 -1.769297 0.860117 -1.10 -2.11 -1.15
N -1.538003 -1.003191 1.063980 0.92 1.01 0.50
C -1.500248 -0.128054 2.066683 -1.11 0.25 -0.35
C -2.608096 -0.018192 2.870836 -0.74 1.95 1.12
C -0.266792 0.747703 2.069006 0.47 0.49 1.67
O -0.277815 1.879056 2.555893 -0.39 -0.58 -0.55
O 0.772014 0.118684 1.663836 0.53 0.17 -0.93
C -2.472555 -2.610285 -0.430766 0.10 -1.17 -1.03
O -3.420389 -3.333434 -0.740597 0.07 0.61 0.73
O -1.382604 -2.538688 -1.119888 -0.26 0.53 0.67
H -5.476160 -1.456080 3.385100 0.45 0.07 -0.28
H -4.353925 -2.612488 1.612543 -0.93 -0.88 -0.45
H -2.668813 0.894254 3.544458 0.06 -1.56 -0.63
N 2.085539 1.845531 -0.122442 1.62 0.83 -0.23
C 2.207161 1.132870 -1.454747 0.15 -1.01 -0.46
C 3.181436 1.888360 -2.352449 -0.99 1.70 -0.56
P 2.910074 -0.586656 -1.140403 0.10 -0.45 -0.92
O 3.252924 -0.556275 0.439454 1.29 0.62 -0.85
O 4.179745 -0.658457 -1.883070 -0.09 -0.18 0.00
O 1.794367 -1.612178 -1.382912 0.37 0.61 0.54
P 0.532109 1.151724 -2.295251 0.71 -1.43 0.27
O 0.626583 0.024269 -3.427433 0.79 1.68 -0.60
O 0.336763 2.459669 -2.871412 -0.14 2.14 -0.76
O -0.435125 0.672783 -1.247917 -0.73 -0.22 0.95
H 3.101458 2.062163 0.136758 -1.93 -0.07 -0.07
H 1.687704 1.236272 0.633331 -0.23 0.04 0.03
H 1.518558 2.713991 -0.216526 0.52 -0.61 0.14
H 4.188453 2.040373 -1.946255 -0.20 -0.37 -0.09
H 2.676141 2.871410 -2.510943 0.61 -0.23 0.20
H 3.206469 1.511139 -3.391329 0.21 -0.38 0.81
H 2.539686 -0.870447 0.953116 -1.40 -0.51 1.28
H 0.202887 -0.747500 -3.115719 -0.57 -1.78 0.48
```
Positions in Å, forces in eV/Å.

The HOMO-LUMO gap (spin up / spin down) is 0.2965 / 0.3089 hartree. As for the total charge: -1. The total energy is -57080.130 eV. The LUMO energy (spin up / spin down) comes out at 0.0834 / 0.0558 hartree. For the maximum force, the calculation gives 2.64 eV Å⁻¹. As for the energy above the lowest of the compared OMol25 structures with the same formula, charge and spin: 0.00 kJ/mol. As for the spin multiplicity: 3.



No. 3
Computed, not measured: one molecule with the formula C9H11N2P at a distorted geometry, with ωB97M-V/def2-TZVPD.

The geometry in XYZ format:
```
23
Properties=species:S:1:pos:R:3:forces:R:3
C 0.739409 2.532562 -0.228803 1.73 0.66 -0.43
C 0.111618 1.669122 0.379037 -1.90 -0.90 1.72
C 0.904901 -0.065718 -0.827256 3.15 0.02 -1.18
C 2.072835 0.800735 -1.060503 -0.51 -3.17 -2.02
C 2.034143 2.261444 -0.938369 -0.59 2.04 -0.82
C -1.323225 -1.655641 0.496686 0.37 0.74 -2.29
C -0.743441 -1.772992 -1.014229 -1.63 -0.03 1.52
C -0.259110 0.524300 1.021491 -3.71 2.55 -1.24
C -1.609887 -0.175608 0.902362 -0.73 -0.20 -3.39
N 0.296754 -0.943072 -1.419081 0.57 1.41 -0.13
N 3.100958 0.171874 -1.536913 0.52 0.41 0.18
P -2.623186 0.089229 2.426893 1.11 -1.13 0.61
H 2.117500 2.772663 -1.959587 -0.15 -0.76 1.37
H 2.929860 2.515368 -0.353972 -0.43 0.49 0.00
H -2.282721 -2.115819 0.208614 0.23 -0.53 1.50
H -0.573700 -2.172118 1.154331 -1.26 0.25 -0.26
H -0.503718 -2.802310 -1.089371 0.73 -1.11 -0.29
H -1.535902 -1.650861 -1.764311 -0.24 0.20 0.41
H 0.269931 0.332758 1.873540 1.60 -0.93 2.12
H -2.301204 0.251548 0.036295 1.85 -0.57 1.36
H 3.833585 0.857946 -1.782950 -0.22 -0.43 0.29
H -1.265542 -0.183086 3.002290 -1.90 -0.35 0.89
H -3.389857 -1.242322 2.473806 1.43 1.33 0.09
```
Positions in Å, forces in eV/Å.

The HOMO-LUMO gap (spin up / spin down) is 0.2407 / 0.2787 hartree. The total energy is -21770.906 eV. The LUMO energy (spin up / spin down) comes out at 0.0241 / -0.0689 hartree. For the maximum force, the calculation gives 4.67 eV Å⁻¹. As for the energy above the lowest of the compared OMol25 structures with the same formula, charge and spin: 456.86 kJ/mol. As for the spin multiplicity: 3.



No. 4
Computed, not measured: C9H11N3 as an isolated structure at a distorted geometry, with ωB97M-V/def2-TZVPD.

The geometry in XYZ format:
```
23
Properties=species:S:1:pos:R:3:forces:R:3
C 3.585216 -1.018903 0.052910 3.69 0.00 0.57
C 2.203544 -0.556957 0.205362 -1.97 2.00 -3.24
C 2.096058 0.851907 -0.150666 6.01 -3.49 2.02
C 0.960278 1.436392 -0.239372 -3.06 5.31 -1.73
C -0.318408 0.836561 -0.075430 1.90 2.78 -1.30
C -1.498143 1.799392 0.094930 -3.50 -1.76 2.74
C -2.460779 -0.629896 -0.043009 -3.56 -0.09 -0.81
C -0.240524 -0.524351 -0.190908 -2.03 -0.71 2.62
C 0.996960 -1.177879 -0.080621 1.15 -2.60 1.62
H 3.809108 -1.250906 -1.117466 -0.42 -0.19 3.08
H 3.967317 -1.977075 0.980821 -0.92 3.22 -3.35
H 4.217085 0.209866 0.112334 -0.86 -4.57 0.50
H 3.193719 1.230037 -0.209650 -2.61 0.72 -0.33
H 1.095159 2.507191 -0.641487 -0.95 -1.24 1.07
H -1.723484 2.807720 -0.682413 0.89 -3.35 2.29
H -1.672881 2.095424 1.369946 1.21 -0.05 -4.02
H -3.648270 1.134610 0.421559 2.30 -2.07 -1.35
H -4.051193 -1.225570 0.790429 -0.06 -0.18 -3.29
H -3.620708 -2.358182 -0.410058 0.37 3.20 0.18
H 0.960323 -2.295694 0.032513 -0.23 1.11 -0.41
N -2.714332 0.675741 0.090197 0.78 5.99 0.43
N -3.707665 -1.249256 -0.297232 -1.81 -3.73 4.31
N -1.428380 -1.320179 -0.012692 3.69 -0.30 -1.59
```
Positions in Å, forces in eV/Å.

The HOMO-LUMO gap is 0.3170 hartree. The total energy is -13975.012 eV. The LUMO energy comes out at 0.0214 hartree. For the maximum force, the calculation gives 7.23 eV Å⁻¹. As for the energy above the lowest of the compared OMol25 structures with the same formula, charge and spin: 703.04 kJ/mol.